## A
The following is a quantum chemistry calculation of 2 unconnected molecules or ions with the total composition C4H9N, from OMol25.

Summary:
**SMILES**: C=CC.C=N
**M**: 71.12 g mol⁻¹
**Frontier orbital gap**: 10.63 eV

The geometry in ORCA input format:
```
! wB97M-V def2-TZVPD RIJCOSX def2/J DEFGRID3
* xyz 0 1
C 0.40 0.84 -0.19
C -0.86 0.67 -0.37
C -1.71 1.40 -1.40
H 0.88 0.36 0.50
H 0.99 1.50 -0.86
H -1.41 0.13 0.45
H -1.08 2.08 -1.98
H -2.38 1.89 -0.78
H -2.34 0.94 -2.08
C 1.60 -1.67 1.73
N 0.50 -1.84 1.23
H 1.97 -2.20 2.68
H 2.34 -1.06 1.37
H 0.19 -1.27 0.42
*
```

## B
The following is a quantum chemistry calculation of C4H9N in the gas phase, from OMol25.

Summary:
**SMILES**: C=CCCN
**M**: 71.12 g mol⁻¹
**Frontier orbital gap**: 10.25 eV

The geometry in ORCA input format:
```
! wB97M-V def2-TZVPD RIJCOSX def2/J DEFGRID3
* xyz 0 1
C 2.16 -0.60 0.21
C 0.98 -1.07 -0.17
C -0.09 -0.17 -0.69
C -1.07 0.22 0.42
N -1.95 1.37 0.30
H 2.37 0.47 0.25
H 2.97 -1.27 0.45
H 0.90 -2.16 -0.13
H 0.37 0.65 -1.25
H -0.67 -0.72 -1.44
H -0.59 0.20 1.41
H -1.72 -0.65 0.60
H -2.15 1.54 -0.68
H -1.53 2.18 0.73
*
```

Which of them is the most stable? Correct choice: B.

## A
The following is a quantum chemistry calculation of a molecular structure, C4H9N, from OMol25.

Summary:
**M**: 71.12 g mol⁻¹
**Frontier orbital gap**: 9.49 eV

The geometry in ORCA input format:
```
! wB97M-V def2-TZVPD RIJCOSX def2/J DEFGRID3
* xyz 0 1
C -0.32 0.37 1.77
C -0.76 -0.21 0.43
N 0.38 -0.71 -0.33
C 0.40 -0.54 -1.78
C 1.26 0.51 -1.19
H 0.23 -0.38 2.35
H 0.33 1.24 1.62
H -1.19 0.68 2.35
H -1.30 0.55 -0.16
H -1.44 -1.05 0.59
H -0.59 -0.27 -2.16
H 0.84 -1.37 -2.32
H 1.41 -0.34 -0.07
H 0.65 1.41 -1.01
*
```

## B
The following is a quantum chemistry calculation of a molecular structure, C4H9N, from OMol25.

Summary:
**M**: 71.12 g mol⁻¹
**Frontier orbital gap**: 10.40 eV

The geometry in ORCA input format:
```
! wB97M-V def2-TZVPD RIJCOSX def2/J DEFGRID3
* xyz 0 1
C -1.86 0.59 -0.20
C -0.50 0.11 0.28
C 0.03 -1.29 0.45
N 0.51 -0.37 -0.56
C 1.75 0.30 -0.47
H -2.52 0.72 0.66
H -1.75 1.57 -0.69
H -2.38 -0.07 -0.91
H 0.23 0.88 1.05
H -0.37 -2.21 0.00
H 0.58 -1.45 1.37
H 1.82 1.09 -1.23
H 1.52 0.96 0.74
H 2.58 -0.43 -0.60
*
```

## C
The following is a quantum chemistry calculation of C4H9N in the gas phase, from OMol25.

Summary:
**SMILES**: CC/C=C/N
**M**: 71.12 g mol⁻¹
**Frontier orbital gap**: 8.37 eV

The geometry in ORCA input format:
```
! wB97M-V def2-TZVPD RIJCOSX def2/J DEFGRID3
* xyz 0 1
C -0.94 1.13 -1.56
C -0.02 1.16 -0.30
C 0.19 -0.21 0.22
C 1.12 -0.84 0.98
N 0.54 -1.83 1.80
H -1.47 0.18 -1.64
H -1.55 2.03 -1.57
H -0.34 1.26 -2.47
H -0.51 1.80 0.43
H 0.81 1.69 -0.80
H -0.46 -0.99 -0.20
H 2.10 -1.18 0.67
H -0.39 -1.61 2.10
H 0.91 -2.60 2.34
*
```

## D
The following is a quantum chemistry calculation of C4H9N in the gas phase, from OMol25.

Summary:
**SMILES**: CN1CCC1
**M**: 71.12 g mol⁻¹
**Frontier orbital gap**: 10.15 eV

The geometry in ORCA input format:
```
! wB97M-V def2-TZVPD RIJCOSX def2/J DEFGRID3
* xyz 0 1
C 1.83 0.02 0.10
N 0.47 0.01 -0.47
C -0.41 -1.03 0.08
C -1.60 -0.01 0.01
C -0.48 1.02 0.08
H 2.38 0.90 -0.34
H 1.81 0.05 1.17
H 2.31 -0.92 -0.19
H -0.19 -1.40 1.08
H -0.47 -1.87 -0.59
H -2.08 -0.05 -0.96
H -2.28 -0.08 0.85
H -0.23 1.33 1.13
H -0.54 1.96 -0.49
*
```

Which of them is the most stable? Correct choice: D.

## A
The following is a quantum chemistry calculation of C4H9N in the gas phase, from OMol25.

Summary:
**M**: 71.12 g mol⁻¹
**Frontier orbital gap**: 8.53 eV

The geometry in ORCA input format:
```
! wB97M-V def2-TZVPD RIJCOSX def2/J DEFGRID3
* xyz 0 1
C -1.93 0.55 -0.20
C -0.72 0.50 0.74
C -0.17 -0.86 0.64
N 0.57 -0.01 -0.29
C 2.00 0.17 -0.08
H -2.79 0.32 0.45
H -2.14 1.54 -0.64
H -1.96 -0.20 -1.02
H 0.20 0.24 -1.19
H -0.70 -1.71 0.20
H 0.51 -1.17 1.44
H 2.15 0.68 0.88
H 2.53 -0.80 -0.05
H 2.44 0.76 -0.88
*
```

## B
The following is a quantum chemistry calculation of 2 unconnected molecules or ions with the total composition C4H9N, from OMol25.

Summary:
**M**: 71.12 g mol⁻¹
**Frontier orbital gap**: 8.49 eV

The geometry in ORCA input format:
```
! wB97M-V def2-TZVPD RIJCOSX def2/J DEFGRID3
* xyz 0 1
C -1.67 0.44 -0.52
C -0.66 0.67 0.58
C -0.02 -0.46 1.29
N 0.71 0.19 0.40
C 1.78 0.47 -0.27
H -2.68 0.43 -0.10
H -1.63 1.23 -1.28
H -1.49 -0.53 -0.99
H -0.68 1.68 1.01
H 0.60 -2.28 -0.37
H 0.25 -0.64 2.32
H 2.71 -0.03 -0.02
H 1.07 -2.34 -0.95
H 1.72 1.18 -1.08
*
```

## C
The following is a quantum chemistry calculation of C4H9N in the gas phase, from OMol25.

Summary:
**M**: 71.12 g mol⁻¹
**Frontier orbital gap**: 6.76 eV

The geometry in ORCA input format:
```
! wB97M-V def2-TZVPD RIJCOSX def2/J DEFGRID3
* xyz 0 1
C -1.64 -1.21 0.51
C -0.89 -0.10 1.18
C 0.11 0.78 0.54
N 1.13 0.07 -0.25
C 1.17 0.61 -1.67
H -1.89 -0.96 -0.52
H -1.70 -2.25 0.82
H -1.37 0.31 2.09
H -0.30 -1.08 1.15
H 0.63 1.45 1.22
H 0.39 -0.64 -0.34
H 1.41 1.64 -1.58
H 2.01 0.13 -2.19
H 0.29 0.31 -2.23
*
```

Which of them is the most stable? Correct choice: A.

## A
The following is a quantum chemistry calculation of C4H9N in the gas phase, from OMol25.

Summary:
**SMILES**: CN1CCC1
**M**: 71.12 g mol⁻¹
**Frontier orbital gap**: 9.57 eV

The geometry in ORCA input format:
```
! wB97M-V def2-TZVPD RIJCOSX def2/J DEFGRID3
* xyz 0 1
C -1.52 -0.93 -0.49
N -0.47 0.08 -0.30
C -0.07 0.40 1.06
C 1.32 0.77 0.49
C 0.87 -0.09 -0.77
H -1.41 -1.33 -1.61
H -1.36 -1.84 0.19
H -2.56 -0.39 -0.38
H -0.17 -0.49 1.75
H -0.55 1.19 1.67
H 1.33 1.80 0.16
H 2.20 0.44 1.09
H 1.14 -1.13 -0.71
H 1.08 0.31 -1.78
*
```

## B
The following is a quantum chemistry calculation of 2 unconnected molecules or ions with the total composition C4H9N, from OMol25.

Summary:
**SMILES**: C=CN.C=C
**M**: 71.12 g mol⁻¹
**Frontier orbital gap**: 8.90 eV

The geometry in ORCA input format:
```
! wB97M-V def2-TZVPD RIJCOSX def2/J DEFGRID3
* xyz 0 1
C 1.56 -1.82 -0.31
C 2.59 -1.04 0.03
N 2.87 0.24 -0.39
H 0.64 -1.44 -0.74
H 1.63 -2.90 -0.29
H 3.28 -1.40 0.79
H 3.71 0.62 -0.01
H 2.24 0.82 -0.91
C -2.79 1.76 0.40
C -3.31 0.54 0.26
H -3.29 2.36 1.15
H -1.89 2.07 -0.12
H -4.33 0.35 0.57
H -2.91 -0.18 -0.44
*
```

## C
The following is a quantum chemistry calculation of C4H9N in the gas phase, from OMol25.

Summary:
**SMILES**: C=CNCC
**M**: 71.12 g mol⁻¹
**Frontier orbital gap**: 9.46 eV

The geometry in ORCA input format:
```
! wB97M-V def2-TZVPD RIJCOSX def2/J DEFGRID3
* xyz 0 1
C 2.06 -1.44 -0.47
C 0.97 -0.60 -0.30
N 0.04 -0.67 0.76
C -0.66 0.64 0.91
C -1.51 1.12 -0.40
H 2.93 -0.98 -0.97
H 2.02 -2.53 -0.26
H 1.30 0.34 -0.74
H -0.63 -1.31 0.54
H 0.21 1.22 1.20
H -1.41 0.44 1.64
H -2.31 0.38 -0.31
H -1.09 1.13 -1.45
H -1.92 2.25 -0.16
*
```

Which of them is the most stable? Correct choice: A.

## A
The following is a quantum chemistry calculation of 2 unconnected molecules or ions with the total composition C4H9N, from OMol25.

Summary:
**M**: 71.12 g mol⁻¹
**Frontier orbital gap (alpha / beta)**: 8.25 / 7.91 eV

The geometry in ORCA input format:
```
! wB97M-V def2-TZVPD RIJCOSX def2/J DEFGRID3
* xyz 0 1
C -1.03 0.51 -0.71
C -0.63 1.70 -1.36
C 0.69 -1.25 1.39
C 1.21 -0.32 0.41
N -2.01 -0.17 -0.48
H -0.08 2.13 -0.58
H 0.16 1.36 -2.15
H -1.47 2.28 -1.89
H -0.19 -1.95 1.18
H 0.66 -1.03 2.49
H 1.46 -2.09 1.47
H 1.44 -0.68 -0.55
H 1.68 0.53 0.87
H -1.90 -1.02 -0.08
*
```

## B
The following is a quantum chemistry calculation of a molecular structure, C4H9N, from OMol25.

Summary:
**M**: 71.12 g mol⁻¹
**Frontier orbital gap**: 7.56 eV

The geometry in ORCA input format:
```
! wB97M-V def2-TZVPD RIJCOSX def2/J DEFGRID3
* xyz 0 1
C 1.44 -0.73 1.14
C 0.28 -0.94 0.23
C -0.38 0.36 -0.23
C -1.08 0.33 -1.57
N -0.72 1.44 0.56
H 0.56 -0.39 1.61
H 1.75 -1.49 1.82
H 2.25 0.01 0.94
H 0.30 -1.79 -0.38
H -1.02 1.22 -2.15
H -2.14 0.22 -1.32
H -0.76 -0.52 -2.23
H 0.43 1.16 0.12
H -0.92 1.13 1.46
*
```

Which of them is the most stable? Correct choice: A.

## A
The following is a quantum chemistry calculation of C4H9N in the gas phase, from OMol25.

Summary:
**SMILES**: C1CCNC1
**M**: 71.12 g mol⁻¹
**Frontier orbital gap**: 9.73 eV

The geometry in ORCA input format:
```
! wB97M-V def2-TZVPD RIJCOSX def2/J DEFGRID3
* xyz 0 1
C 0.66 -0.33 0.97
C 0.47 -1.00 -0.37
C -0.27 0.01 -1.27
N -0.94 1.01 -0.41
C -0.52 0.61 1.09
H 1.66 0.16 0.89
H 0.80 -0.97 2.00
H 1.48 -1.18 -0.87
H -0.04 -2.02 -0.23
H 0.18 0.52 -2.18
H -1.15 -0.37 -2.00
H -0.50 1.92 -0.66
H -0.31 1.43 1.74
H -1.53 0.19 1.30
*
```

## B
The following is a quantum chemistry calculation of C4H9N in the gas phase, from OMol25.

Summary:
**SMILES**: CC1CNC1
**M**: 71.12 g mol⁻¹
**Frontier orbital gap**: 9.87 eV

The geometry in ORCA input format:
```
! wB97M-V def2-TZVPD RIJCOSX def2/J DEFGRID3
* xyz 0 1
C 1.71 -0.07 0.16
C 0.33 -0.05 -0.52
C -0.86 -1.02 -0.04
N -1.77 0.09 -0.02
C -0.67 1.03 -0.08
H 1.85 -0.06 1.28
H 2.32 -0.83 -0.34
H 2.12 0.98 -0.18
H 0.31 -0.11 -1.65
H -1.09 -1.81 -0.66
H -0.70 -1.51 0.91
H -2.41 0.08 0.79
H -0.30 1.30 0.95
H -0.85 1.97 -0.61
*
```

Which of them is the most stable? Correct choice: B.

## A
The following is a quantum chemistry calculation of C4H9N in the gas phase, from OMol25.

Summary:
**SMILES**: C1CCNC1
**M**: 71.12 g mol⁻¹
**Frontier orbital gap**: 10.47 eV

The geometry in ORCA input format:
```
! wB97M-V def2-TZVPD RIJCOSX def2/J DEFGRID3
* xyz 0 1
C 1.03 -0.53 0.27
C 0.55 0.95 0.36
C -0.95 0.96 0.03
N -1.10 -0.25 -0.88
C -0.26 -1.27 -0.14
H 1.73 -0.67 -0.52
H 1.43 -0.72 1.27
H 1.10 1.67 -0.29
H 0.57 1.48 1.31
H -1.35 1.82 -0.52
H -1.59 0.67 0.92
H -0.39 -0.15 -1.63
H -0.10 -2.11 -0.85
H -0.68 -1.87 0.67
*
```

## B
The following is a quantum chemistry calculation of 2 unconnected molecules or ions with the total composition C4H9N, from OMol25.

Summary:
**SMILES**: C=CN.C=C
**M**: 71.12 g mol⁻¹
**Frontier orbital gap**: 9.22 eV

The geometry in ORCA input format:
```
! wB97M-V def2-TZVPD RIJCOSX def2/J DEFGRID3
* xyz 0 1
C -1.46 -0.80 1.50
C -0.34 -1.53 1.45
N 0.84 -1.12 0.85
H -1.48 0.26 1.27
H -2.40 -1.26 1.76
H -0.16 -2.37 2.12
H 0.88 -0.60 -0.02
H 1.73 -1.37 1.23
C 0.21 1.54 -2.34
C 0.55 1.29 -1.08
H 0.95 1.69 -3.11
H -0.81 1.85 -2.56
H 1.60 1.28 -0.81
H -0.13 1.16 -0.26
*
```

## C
The following is a quantum chemistry calculation of C4H9N in the gas phase, from OMol25.

Summary:
**SMILES**: CC(C)=CN
**M**: 71.12 g mol⁻¹
**Frontier orbital gap**: 9.06 eV

The geometry in ORCA input format:
```
! wB97M-V def2-TZVPD RIJCOSX def2/J DEFGRID3
* xyz 0 1
C 0.20 0.96 1.01
C -0.09 -0.25 0.16
C -0.18 -1.57 0.91
C -0.06 -0.22 -1.17
N -0.08 0.99 -1.92
H -0.51 1.77 0.86
H 0.27 0.81 2.08
H 1.18 1.33 0.69
H -0.75 -2.33 0.36
H 0.83 -1.96 1.04
H -0.66 -1.35 1.85
H -0.30 -1.10 -1.77
H 0.64 1.13 -2.61
H -0.47 1.80 -1.48
*
```

## D
The following is a quantum chemistry calculation of C4H9N in the gas phase, from OMol25.

Summary:
**SMILES**: C1CCNC1
**M**: 71.12 g mol⁻¹
**Frontier orbital gap**: 9.80 eV

The geometry in ORCA input format:
```
! wB97M-V def2-TZVPD RIJCOSX def2/J DEFGRID3
* xyz 0 1
C -0.16 0.32 1.16
C -0.75 0.92 -0.23
C 0.19 0.28 -1.32
N 0.81 -0.98 -0.71
C 0.59 -0.91 0.72
H -1.15 0.08 1.73
H 0.39 1.14 1.67
H -0.70 2.11 -0.11
H -1.79 0.45 -0.41
H -0.53 -0.02 -2.11
H 1.07 1.06 -1.53
H 0.33 -1.80 -1.07
H 1.68 -0.79 1.20
H 0.04 -1.86 1.00
*
```

Which of them is the most stable? Correct choice: C.

## A
The following is a quantum chemistry calculation of a molecular structure, C5H8N2O2, from OMol25.

Summary:
**M**: 128.13 g mol⁻¹
**Frontier orbital gap**: 9.84 eV

The geometry in ORCA input format:
```
! wB97M-V def2-TZVPD RIJCOSX def2/J DEFGRID3
* xyz 0 1
C 0.87 -0.98 -0.30
C -1.46 -0.27 -0.01
C 0.11 1.87 -0.14
C 0.14 1.47 1.36
C -0.28 0.53 0.26
N 0.50 -2.15 0.23
N 1.68 -0.65 -1.19
O -2.13 0.03 -1.17
O -1.96 -1.19 0.66
H -0.65 2.67 -0.38
H 1.20 1.70 -0.57
H 1.19 1.23 1.83
H -0.53 1.59 2.16
H -0.34 -2.20 0.78
H 1.25 -2.80 0.01
H -1.72 0.58 -1.84
H 2.14 -1.44 -1.70
*
```

## B
The following is a quantum chemistry calculation of C5H8N2O2 in the gas phase, from OMol25.

Summary:
**M**: 128.13 g mol⁻¹
**Frontier orbital gap (alpha / beta)**: 9.00 / 9.00 eV

The geometry in ORCA input format:
```
! wB97M-V def2-TZVPD RIJCOSX def2/J DEFGRID3
* xyz 0 1
C 0.09 -0.75 1.34
C -1.34 -0.51 0.82
C -1.49 0.74 0.03
C 1.20 -0.64 0.41
C -0.24 1.24 -0.77
N 3.23 -1.11 -0.72
N 2.21 -0.97 -0.06
O 0.46 -0.90 2.51
O 0.14 0.34 -1.73
H -1.40 -1.36 0.18
H -1.98 -0.67 1.71
H -2.26 0.58 -0.76
H -1.91 1.53 0.58
H -0.58 2.18 -1.12
H 0.45 1.32 0.02
H 4.12 -1.25 -0.31
H -0.71 0.24 -2.14
*
```

Which of them is the most stable? Correct choice: A.